The following is a DFT calculation (ωB97M-V with the def2-TZVPD basis set) of the molecule C3H5N3.

Output
relative energy (zero: lowest compared OMol25 entry of this formula, charge and spin): 404.9 kJ/mol
E_HOMO: -8.27 eV
lowest unoccupied orbital energy: 0.42 eV

Atoms and positions in Å:
N1 -1.44716 0.10194 -1.54960
C1 -1.28327 0.08370 -0.23323
C2 1.06749 -1.58643 0.50218
N2 1.24223 -0.43291 1.12948
C3 0.60578 0.82728 0.95032
N3 -0.45113 0.98756 0.27312
H1 -0.94302 0.71198 -2.18670
H2 -2.11981 -0.52704 -1.95847
H3 0.41277 -1.37093 -0.36400
H4 1.86495 -0.44630 1.93197
H5 1.05116 1.65116 1.50491

The following is a DFT calculation (ωB97M-V with the def2-TZVPD basis set) of the molecule C3H5N3 in a non-equilibrium geometry.

Output
relative energy (zero: lowest compared OMol25 entry of this formula, charge and spin): 333.3 kJ/mol
E_HOMO: -8.40 eV
lowest unoccupied orbital energy: 0.42 eV

Atoms and positions in Å:
N1 1.57608 1.19152 0.50137
C1 0.70746 0.25284 0.26276
C2 -0.64860 0.79058 -0.06155
N2 -1.58036 -0.42398 -0.64408
C3 -1.02885 -1.49684 -0.51245
N3 0.72074 -1.06825 0.43141
H1 1.35200 2.02011 -0.05914
H2 -1.14470 1.12379 0.85871
H3 -0.60752 1.58869 -0.80917
H4 -1.01549 -2.57582 -0.63789
H5 1.66923 -1.40264 0.67004

The following is a DFT calculation (ωB97M-V with the def2-TZVPD basis set) of the molecule C3H5N3.

Output
relative energy (zero: lowest compared OMol25 entry of this formula, charge and spin): 94.7 kJ/mol
structure (SMILES): Cc1cnn[nH]1
E_HOMO: -9.53 eV
lowest unoccupied orbital energy: 0.78 eV

Atoms and positions in Å:
C1 0.59959 1.06840 0.87209
C2 0.04996 -0.00527 -0.01069
C3 0.47347 -0.55795 -1.19603
N1 -0.44422 -1.46809 -1.61884
N2 -1.41128 -1.52207 -0.76243
N3 -1.12234 -0.64907 0.21074
H1 1.00325 1.87448 0.25406
H2 -0.17101 1.50041 1.51904
H3 1.40765 0.69991 1.51107
H4 1.36722 -0.36248 -1.77411
H5 -1.75230 -0.57827 0.99511

The following is a DFT calculation (ωB97M-V with the def2-TZVPD basis set) of a cluster of 2 separate species, C3H5N3 in total in a non-equilibrium geometry.

Output
relative energy (zero: lowest compared OMol25 entry of this formula, charge and spin): 313.8 kJ/mol
E_HOMO: -9.78 eV
lowest unoccupied orbital energy: 0.26 eV

Atoms and positions in Å:
C1 -1.52573 -0.37111 0.05407
N1 -0.45256 -0.24579 -0.95630
C2 0.50887 0.61016 -0.82937
N2 1.36587 1.41386 -0.73540
C3 1.33260 -0.44972 1.60044
N3 2.27306 0.21267 1.33518
H1 -1.08413 -0.74845 0.98045
H2 -2.27630 -1.05184 -0.35081
H3 -1.98288 0.60677 0.21147
H4 -0.23124 -1.06843 -1.50353
H5 2.07245 1.09188 0.19379

The following is a DFT calculation (ωB97M-V with the def2-TZVPD basis set) of a cluster of 2 separate species, C3H5N3 in total.

Output
relative energy (zero: lowest compared OMol25 entry of this formula, charge and spin): 685.5 kJ/mol
E_HOMO: -8.98 eV
lowest unoccupied orbital energy: -0.50 eV

Atoms and positions in Å:
N1 -1.53356 -0.21894 0.00853
C1 -0.46520 0.18342 -0.71468
C2 0.61966 -0.69261 -0.76270
N2 1.48225 -0.25495 0.18558
N3 1.24232 1.18768 0.36105
C3 0.12181 1.43258 -0.20625
H1 -0.58115 -0.51540 1.26922
H2 -1.77812 -1.19181 -0.20586
H3 0.55337 -1.76486 -0.92269
H4 0.69624 -0.56857 1.13736
H5 -0.35760 2.40346 -0.14956

The following is a DFT calculation (ωB97M-V with the def2-TZVPD basis set) of the molecule C3H5N3 in a non-equilibrium geometry.

Output
relative energy (zero: lowest compared OMol25 entry of this formula, charge and spin): 110.9 kJ/mol
structure (SMILES): Cn1cnnc1
E_HOMO: -9.77 eV
lowest unoccupied orbital energy: 0.70 eV

Atoms and positions in Å:
C1 -1.48448 -0.10079 -0.01554
N1 -0.02208 -0.02957 -0.00788
C2 0.68906 1.11688 0.06668
N2 1.98172 0.90352 0.07163
N3 2.18438 -0.44163 0.00000
C3 1.05671 -1.05295 -0.08600
H1 -1.77549 -0.91072 -0.67216
H2 -1.92954 0.82017 -0.39761
H3 -1.89300 -0.28801 0.97850
H4 0.26005 2.11709 0.09812
H5 0.93268 -2.13399 -0.03574

The following is a DFT calculation (ωB97M-V with the def2-TZVPD basis set) of the molecule C3H5N3.

Output
relative energy (zero: lowest compared OMol25 entry of this formula, charge and spin): 452.8 kJ/mol
E_HOMO (spin up / spin down): -6.85 / -7.41 eV
lowest unoccupied orbital energy (spin up / spin down): 0.23 / 0.28 eV

Atoms and positions in Å:
N1 -2.02095 -0.29038 -0.35240
C1 -0.66947 -0.03231 -0.11349
C2 0.53528 -0.83168 -0.09801
N2 1.57422 0.01765 0.00436
N3 1.21394 1.31987 0.04315
C3 -0.08743 1.32256 -0.05453
H1 -0.90090 -0.24377 0.98882
H2 -2.12925 -1.30234 -0.44404
H3 0.65859 -1.90534 -0.07380
H4 2.54346 -0.21489 0.15400
H5 -0.65311 2.24474 -0.03710

The following is a DFT calculation (ωB97M-V with the def2-TZVPD basis set) of the molecule C3H5N3 in a non-equilibrium geometry.

Output
relative energy (zero: lowest compared OMol25 entry of this formula, charge and spin): 284.0 kJ/mol
structure (SMILES): Nc1ccn[nH]1
E_HOMO: -8.71 eV
lowest unoccupied orbital energy: 0.89 eV

Atoms and positions in Å:
N1 0.88964 0.90387 1.24999
C1 0.17419 0.20421 0.28959
C2 0.29613 0.08181 -1.04330
C3 -0.89818 -0.83764 -1.37099
N2 -1.59011 -1.13579 -0.30754
N3 -0.88446 -0.54448 0.70928
H1 1.68594 1.39757 0.87123
H2 1.18092 0.28660 1.99481
H3 1.12015 0.53520 -1.63441
H4 -0.60496 -0.54835 -2.32628
H5 -1.36925 -0.34300 1.56763

The following is a DFT calculation (ωB97M-V with the def2-TZVPD basis set) of the molecule C3H5N3.

Output
relative energy (zero: lowest compared OMol25 entry of this formula, charge and spin): 403.1 kJ/mol
E_HOMO (spin up / spin down): -8.27 / -8.27 eV
lowest unoccupied orbital energy (spin up / spin down): 0.38 / 0.38 eV

Atoms and positions in Å:
N1 -0.90305 1.12614 1.51652
C1 -0.49615 -0.09978 1.20740
C2 -0.90353 -0.58680 -1.77916
N2 0.38185 -0.80799 -1.55843
C3 1.18388 -0.58324 -0.39903
N3 0.72810 -0.20907 0.71855
H1 -0.36948 1.97292 1.34102
H2 -1.80387 1.24019 1.95312
H3 -1.28222 -0.04689 -0.88831
H4 0.89398 -1.27690 -2.29971
H5 2.23865 -0.81887 -0.52521

The following is a DFT calculation (ωB97M-V with the def2-TZVPD basis set) of the molecule C3H5N3 in a non-equilibrium geometry.

Output
relative energy (zero: lowest compared OMol25 entry of this formula, charge and spin): 270.4 kJ/mol
structure (SMILES): Nc1cc[nH]n1
E_HOMO: -8.00 eV
lowest unoccupied orbital energy: 1.12 eV

Atoms and positions in Å:
N1 1.96042 0.04241 0.09217
C1 0.64824 0.35951 0.20036
N2 -0.06230 1.43749 -0.04144
N3 -1.28247 0.87695 -0.33502
C2 -1.32996 -0.45735 -0.25105
C3 -0.11154 -0.86204 0.22458
H1 1.66228 -0.98503 -0.10647
H2 2.71883 0.69654 0.29479
H3 -2.02276 1.47713 -0.63500
H4 -2.22357 -1.00825 -0.49740
H5 0.01927 -1.56960 1.03529

The following is a DFT calculation (ωB97M-V with the def2-TZVPD basis set) of the molecule C3H5N3O in a non-equilibrium geometry.

Output
relative energy (zero: lowest compared OMol25 entry of this formula, charge and spin): 156.7 kJ/mol
structure (SMILES): Nc1nc(O)c[nH]1
E_HOMO: -8.31 eV
lowest unoccupied orbital energy: 0.86 eV

Atoms and positions in Å:
N1 0.62398 1.90401 -0.90636
C1 0.23867 0.71696 -0.31170
N2 -0.95984 0.24859 -0.13243
C2 -0.73085 -1.01180 0.39967
O1 -1.76591 -1.82146 0.67614
C3 0.58734 -1.26684 0.57754
N3 1.27483 -0.08127 0.19275
H1 -0.18597 2.46553 -1.12214
H2 1.15390 1.69923 -1.74960
H3 -2.57151 -1.33165 0.46284
H4 1.09694 -2.14817 0.93697
H5 1.23843 0.62687 0.97632

The following is a DFT calculation (ωB97M-V with the def2-TZVPD basis set) of the molecule C3H5N3O in a non-equilibrium geometry.

Output
relative energy (zero: lowest compared OMol25 entry of this formula, charge and spin): 309.2 kJ/mol
E_HOMO: -8.04 eV
lowest unoccupied orbital energy: 0.56 eV

Atoms and positions in Å:
N1 2.14409 -0.32876 0.15410
C1 0.80213 0.08103 0.05354
C2 0.28831 1.32753 0.10855
N2 -1.21739 0.92581 0.05628
C3 -1.42100 -0.54729 -0.01341
O1 -2.49687 -1.09591 -0.03170
N3 -0.15435 -0.99077 -0.02493
H1 2.50295 -0.67967 -0.73130
H2 2.69646 0.48274 0.41413
H3 -1.42591 1.43103 -0.81834
H4 -1.78677 1.36580 0.77159
H5 0.06834 -1.97153 0.06149

The following is a DFT calculation (ωB97M-V with the def2-TZVPD basis set) of the molecule C3H5N3O.

Output
relative energy (zero: lowest compared OMol25 entry of this formula, charge and spin): 202.3 kJ/mol
structure (SMILES): [H]/N=C(\N)[C@@H]1NC1=O
E_HOMO: -9.48 eV
lowest unoccupied orbital energy: 0.70 eV

Atoms and positions in Å:
N1 -1.42209 1.20076 0.30281
C1 -0.20462 0.57318 0.21614
C2 -0.24523 -0.90242 -0.04296
N2 0.95307 -1.68232 0.39832
C3 0.87613 -1.34363 -0.91081
O1 1.43951 -1.32437 -1.96264
N3 0.95694 1.09565 0.32687
H1 -1.44926 2.19911 0.15991
H2 -2.25473 0.70379 0.02739
H3 -1.19252 -1.43205 0.05185
H4 1.61802 -1.19405 0.99557
H5 0.92480 2.10634 0.43755

The following is a DFT calculation (ωB97M-V with the def2-TZVPD basis set) of the molecule C3H5N3O.

Output
relative energy (zero: lowest compared OMol25 entry of this formula, charge and spin): 546.4 kJ/mol
E_HOMO (spin up / spin down): -8.90 / -8.89 eV
lowest unoccupied orbital energy (spin up / spin down): -0.75 / -0.75 eV

Atoms and positions in Å:
O1 -1.31959 0.94600 -0.01187
C1 -1.82732 -0.33070 -0.07116
C2 -0.39477 -0.75269 -0.10492
N1 0.22020 -0.07568 -1.22995
N2 1.35048 0.25249 -0.78876
C3 1.32645 0.12983 0.69648
N3 0.39425 -0.91387 0.90724
H1 0.73316 1.04439 0.94213
H2 -2.41022 -0.52279 -0.97759
H3 -2.32890 -0.70052 0.83108
H4 1.95058 0.83749 -1.35924
H5 2.30568 0.08604 1.16654

The following is a DFT calculation (ωB97M-V with the def2-TZVPD basis set) of the molecule C3H5N3O.

Output
relative energy (zero: lowest compared OMol25 entry of this formula, charge and spin): 475.5 kJ/mol
E_HOMO: -8.03 eV
lowest unoccupied orbital energy: -0.23 eV

Atoms and positions in Å:
N1 -0.79138 -1.26086 0.82828
C1 -0.19049 0.05010 0.59669
C2 -0.12901 0.90904 1.67323
O1 0.55777 1.95782 1.16215
N2 0.92979 1.78667 -0.18137
C3 0.48225 0.60794 -0.51673
N3 0.75097 0.05008 -1.78012
H1 -1.65136 -1.45464 0.30675
H2 -0.15029 -2.04906 0.69694
H3 -1.02757 -1.18565 1.83199
H4 -0.09637 -0.12252 -2.31132
H5 1.31571 0.71110 -2.30650

The following is a DFT calculation (ωB97M-V with the def2-TZVPD basis set) of the molecule C3H5N3O in a non-equilibrium geometry.

Output
relative energy (zero: lowest compared OMol25 entry of this formula, charge and spin): 67.9 kJ/mol
structure (SMILES): Cn1cn[nH]c1=O
E_HOMO: -8.87 eV
lowest unoccupied orbital energy: 0.82 eV

Atoms and positions in Å:
C1 0.25173 1.20178 1.66065
C2 -1.37840 -0.17543 0.30494
C3 0.72713 -0.09831 -0.41559
H1 -0.61059 1.49527 2.25961
H2 0.98759 0.68549 2.29469
H3 0.68207 2.12589 1.22242
H4 -2.21901 -0.00245 0.95479
H5 0.09499 -1.32624 -2.06579
N1 -0.15064 0.30024 0.60935
N2 -1.40697 -0.89048 -0.75640
N3 -0.10672 -0.85579 -1.20919
O1 1.88906 0.19700 -0.55901

The following is a DFT calculation (ωB97M-V with the def2-TZVPD basis set) of the molecule C3H5N3O in a non-equilibrium geometry.

Output
relative energy (zero: lowest compared OMol25 entry of this formula, charge and spin): 485.0 kJ/mol
structure (SMILES): Cc1nncn1O
E_HOMO: -9.51 eV
lowest unoccupied orbital energy: 0.23 eV

Atoms and positions in Å:
C1 -1.93588 -0.85185 -0.18345
C2 -0.40413 -0.58695 0.15929
C3 1.42033 0.57393 -0.18858
H1 -2.42770 -0.52314 0.79674
H2 -2.17747 0.08578 -0.89142
H3 -2.37859 -1.79957 -0.36408
H4 2.14957 1.58824 -0.04104
H5 -0.93691 1.92533 0.97898
N1 0.62633 -1.38351 0.20874
N2 1.70067 -0.66197 -0.07418
N3 0.04291 0.57562 -0.02690
O1 -0.66253 1.77521 0.00545

The following is a DFT calculation (ωB97M-V with the def2-TZVPD basis set) of a cluster of 2 separate species, C3H5N3O in total in a non-equilibrium geometry.

Output
relative energy (zero: lowest compared OMol25 entry of this formula, charge and spin): 330.3 kJ/mol
structure (SMILES): [H]/N=C1\O[C@@H]1C#N.N
E_HOMO: -10.39 eV
lowest unoccupied orbital energy: 0.45 eV

Atoms and positions in Å:
C1 -1.87710 0.97802 -0.22426
C2 -1.14232 -1.40266 0.10510
C3 -0.84227 0.03726 0.02833
N1 -2.75393 1.64124 -0.57748
N2 -1.03961 -2.44593 -0.54152
N3 2.17830 1.08889 -0.13416
O1 -1.04594 -0.76140 1.26265
H1 0.26518 0.39154 -0.05782
H2 2.76496 1.67502 -0.71427
H3 -1.03047 -3.34738 -0.09090
H4 1.75671 1.70083 0.55741
H5 2.76648 0.44457 0.38691

The following is a DFT calculation (ωB97M-V with the def2-TZVPD basis set) of the molecule C3H5N3O.

Output
relative energy (zero: lowest compared OMol25 entry of this formula, charge and spin): 66.7 kJ/mol
structure (SMILES): Nc1nc(O)c[nH]1
E_HOMO: -7.71 eV
lowest unoccupied orbital energy: 0.80 eV

Atoms and positions in Å:
N1 2.16556 0.25043 -0.70569
C1 0.87672 0.10627 -0.21319
N2 0.47257 0.48466 0.97877
C2 -0.83219 0.08689 1.02085
O1 -1.57647 0.30245 2.12925
C3 -1.22457 -0.52673 -0.12974
N3 -0.08605 -0.50939 -0.93579
H1 2.67304 0.84137 -0.06098
H2 2.17471 0.64922 -1.63701
H3 -2.48701 0.15679 1.84896
H4 -2.14070 -1.01925 -0.40159
H5 -0.01561 -0.82271 -1.89384

The following is a DFT calculation (ωB97M-V with the def2-TZVPD basis set) of the molecule C3H5N3O in a non-equilibrium geometry.

Output
relative energy (zero: lowest compared OMol25 entry of this formula, charge and spin): 297.7 kJ/mol
structure (SMILES): COn1cncn1
E_HOMO: -10.04 eV
lowest unoccupied orbital energy: 0.95 eV

Atoms and positions in Å:
C1 -1.19506 1.16440 1.62649
C2 -0.30209 -1.15471 -0.58293
C3 1.67091 -0.46073 -0.61129
H1 -0.26618 1.71253 1.78589
H2 -1.21336 0.24064 2.21605
H3 -2.06787 1.77290 1.84113
H4 -1.22647 -1.70293 -0.67325
H5 2.75299 -0.45883 -0.75515
N1 -0.26015 0.11714 -0.15210
N2 0.91873 -1.54054 -0.89979
N3 0.99297 0.59802 -0.19482
O1 -1.32282 0.86495 0.21483